#w
Formula: C5H13NO2
Source: the OMol25 dataset
Level of theory: ωB97M-V/def2-TZVPD

Structure (XYZ):
```
21
Properties=species:S:1:pos:R:3
C -2.186 0.939 -0.393
C -0.738 1.126 -0.201
N 0.188 -0.024 -0.097
C -0.093 -1.176 0.702
C 0.984 -2.262 0.422
C 1.919 -2.182 -0.840
O -0.092 2.104 -0.482
H -2.820 1.063 0.549
H -2.369 -0.063 -0.735
H -2.543 1.694 -1.127
H 1.150 0.307 -0.024
H -1.049 -1.644 0.403
H -0.288 -1.054 1.768
H 0.630 -3.333 0.340
H 1.558 -2.316 1.337
H 2.600 -1.340 -0.793
H 2.374 -3.187 -0.924
H 1.442 -2.041 -1.786
H -0.245 5.217 0.445
H -0.101 3.729 0.413
O -0.322 4.443 1.026
```

## Properties
- <S²>: 0.7697
- Total charge: +1
- 2S+1: 2
- LUMO level (alpha / beta): -4.40 / -9.06 eV

***

#x
Formula: C5H13NO2
Source: the OMol25 dataset
Level of theory: ωB97M-V/def2-TZVPD

Structure (XYZ):
```
21
Properties=species:S:1:pos:R:3
N 1.302 1.209 0.930
C 0.219 0.554 1.477
C -1.021 0.396 0.935
C -1.410 0.780 -0.408
C -0.746 0.481 -1.548
C 0.409 0.341 2.959
H 2.164 1.030 1.344
H 1.417 1.226 -0.043
H -1.778 -0.109 1.505
H -2.386 1.294 -0.546
H -1.311 0.639 -2.505
H 0.175 -0.042 -1.757
H 1.097 -0.411 3.334
H -0.633 -0.062 3.290
H 0.416 1.154 3.714
H -2.279 -3.043 -1.573
H -1.210 -1.910 -1.957
O -1.387 -2.681 -1.412
H 2.655 -0.929 -2.873
H 1.701 0.069 -2.260
O 2.607 0.012 -2.605
```

## Properties
- <S²>: 0.7693
- Total charge: +1
- 2S+1: 2
- LUMO level (alpha / beta): -4.24 / -7.53 eV

***

Bottom line: #x, by a margin of 0.0062 hartree.

***

#w
Formula: C6H5ClS
Source: the OMol25 dataset
Level of theory: ωB97M-V/def2-TZVPD

Structure (XYZ):
```
13
Properties=species:S:1:pos:R:3
C 1.718 0.842 0.028
C 0.530 0.379 0.153
C 0.125 -1.091 0.136
C -1.159 -1.373 -0.002
C -1.829 1.194 -0.022
C -0.442 1.446 0.012
H 1.950 1.862 -0.186
H 0.856 -1.868 0.124
H -1.640 -2.407 -0.107
H -2.379 2.148 0.317
H -0.139 2.419 -0.206
S -2.684 -0.322 -0.055
Cl 2.979 -0.317 -0.053
```

## Properties
- Structure (SMILES): ClC=C1C=CSC=C1
- Total charge: 0
- 2S+1: 1
- LUMO level: 0.76 eV

***

#x
Formula: C6H5ClS
Source: the OMol25 dataset
Level of theory: ωB97M-V/def2-TZVPD

Structure (XYZ):
```
13
Properties=species:S:1:pos:R:3
C 0.016 0.305 -0.974
C 0.136 1.166 0.093
C 0.024 -0.620 2.242
C 0.270 -1.635 1.484
C -0.284 -1.929 0.052
C -0.447 -1.085 -1.035
H 0.760 2.123 -0.227
H 0.296 -0.805 3.440
H 0.504 -2.627 2.119
H -0.473 -2.934 -0.234
H -0.605 -1.767 -2.065
S -0.597 0.896 1.735
Cl 0.634 0.851 -2.468
```

## Properties
- Structure (SMILES): ClC1=CSC=CC=C1
- Total charge: 0
- 2S+1: 1
- LUMO level: -0.21 eV

***

Bottom line: #w, by a margin of 0.0378 hartree.

***

#w
Formula: C4H12NO
Source: the OMol25 dataset
Level of theory: ωB97M-V/def2-TZVPD

Structure (XYZ):
```
18
Properties=species:S:1:pos:R:3
C 1.971 -1.664 1.048
C 0.823 -1.928 0.059
C 0.004 -0.691 -0.158
C 0.461 0.297 -0.911
N -0.198 1.610 -0.900
H 2.621 -0.841 0.763
H 1.516 -1.420 2.010
H 2.468 -2.623 1.195
H 1.244 -2.210 -0.902
H 0.229 -2.738 0.467
H -0.988 -0.633 0.276
H 1.229 0.186 -1.659
H -1.080 1.629 -0.324
H -0.525 1.881 -1.827
H 0.381 2.341 -0.477
H -2.979 0.928 0.836
H -2.973 2.459 1.005
O -2.457 1.722 0.658
```

## Properties
- Total charge: +1
- 2S+1: 1
- LUMO level: -3.26 eV

***

#x
Formula: C4H12NO
Source: the OMol25 dataset
Level of theory: ωB97M-V/def2-TZVPD

Structure (XYZ):
```
18
Properties=species:S:1:pos:R:3
C -2.240 1.352 -0.532
C -1.247 0.870 0.528
C -0.524 -0.396 0.077
C 1.667 -1.337 1.130
N 0.455 -0.900 1.134
H -2.730 2.254 -0.176
H -1.825 1.474 -1.518
H -3.107 0.640 -0.473
H -0.476 1.646 0.713
H -1.715 0.871 1.512
H -1.204 -1.181 -0.282
H 0.073 -0.071 -0.771
H 2.582 -0.772 0.902
H 1.941 -2.313 1.537
H 0.008 -0.963 2.049
H 2.418 -0.941 -2.333
H 3.287 0.178 -1.944
O 2.635 -0.412 -1.554
```

## Properties
- Total charge: +1
- 2S+1: 1
- LUMO level: -6.15 eV

***

#y
Formula: C4H12NO
Source: the OMol25 dataset
Level of theory: ωB97M-V/def2-TZVPD

Structure (XYZ):
```
18
Properties=species:S:1:pos:R:3
C 0.526 -2.302 0.513
C 0.035 -0.892 0.313
C 0.177 -0.201 -1.040
C -0.749 1.067 -1.250
O -0.657 2.099 -0.162
N 0.619 0.142 1.382
H 0.443 -2.593 1.698
H 1.538 -2.468 0.369
H -0.160 -2.944 0.017
H -1.064 -0.863 0.627
H 1.226 0.195 -1.047
H 0.197 -1.020 -1.836
H -0.586 1.536 -2.210
H -1.747 0.542 -1.369
H -1.021 2.913 -0.492
H 0.054 0.943 1.156
H 0.441 -0.273 2.273
H 1.665 0.205 1.219
```

## Properties
- Structure (SMILES): C[C@@H]([NH3+])CCO
- Total charge: +1
- 2S+1: 1
- LUMO level: -3.17 eV

***

#z
Formula: C4H12NO
Source: the OMol25 dataset
Level of theory: ωB97M-V/def2-TZVPD

Structure (XYZ):
```
18
Properties=species:S:1:pos:R:3
C 1.844 -0.476 -0.763
C -1.895 -0.845 0.361
C 0.635 -0.272 0.179
C -0.943 -0.061 -0.548
N 0.942 0.933 0.951
O -1.093 1.253 -0.949
H 2.169 0.597 -1.132
H 1.686 -1.029 -1.572
H 2.648 -0.869 -0.267
H -1.629 -1.812 0.623
H -1.955 -0.276 1.267
H -2.933 -0.848 -0.186
H 0.654 -1.109 0.731
H -1.045 -0.758 -1.516
H 0.200 1.714 0.514
H 1.841 1.371 0.835
H 0.808 0.990 1.982
H -1.934 1.496 -0.508
```

## Properties
- Structure (SMILES): C[C@@H]([NH3+])[C@@H](C)O
- Total charge: +1
- 2S+1: 1
- LUMO level: -3.55 eV

***

Bottom line: #w, by a margin of 0.0158 hartree.

***

#w
Formula: C2H8S2
Source: the OMol25 dataset
Level of theory: ωB97M-V/def2-TZVPD

Structure (XYZ):
```
12
Properties=species:S:1:pos:R:3
C 2.070 1.538 -0.197
S 1.887 1.292 1.596
H 1.320 1.053 -0.771
H 2.061 2.590 -0.431
H 2.975 1.213 -0.637
H 1.013 0.315 1.778
C -2.832 -1.881 -1.467
S -1.366 -1.127 -0.610
H -3.605 -2.204 -0.755
H -3.215 -1.035 -2.072
H -2.399 -2.617 -2.199
H -1.923 0.106 -0.708
```

## Properties
- Structure (SMILES): CS.CS
- Total charge: 0
- 2S+1: 1
- LUMO level: 0.81 eV

***

#x
Formula: C2H8S2
Source: the OMol25 dataset
Level of theory: ωB97M-V/def2-TZVPD

Structure (XYZ):
```
12
Properties=species:S:1:pos:R:3
S 0.418 -3.774 2.429
C 2.059 -3.129 2.966
H 0.855 -4.981 2.011
H 2.610 -2.531 2.221
H 2.730 -3.912 3.356
H 1.766 -2.469 3.800
S -2.324 2.341 -2.232
C -1.303 3.683 -2.968
H -3.569 2.854 -2.329
H -0.507 3.312 -3.636
H -0.833 4.178 -2.102
H -1.904 4.427 -3.516
```

## Properties
- Structure (SMILES): CS.CS
- Total charge: 0
- 2S+1: 1
- LUMO level: 1.01 eV

***

#y
Formula: C2H8S2
Source: the OMol25 dataset
Level of theory: ωB97M-V/def2-TZVPD

Structure (XYZ):
```
12
Properties=species:S:1:pos:R:3
C 2.010 0.160 -4.395
H 2.654 0.532 -3.610
H 2.389 -0.781 -4.807
H 1.891 0.892 -5.190
H 1.027 -0.058 -3.969
C -1.922 0.754 3.088
S -2.126 -1.031 3.046
S -0.377 -1.759 3.834
H -1.423 1.137 2.201
H -1.380 1.065 3.981
H -2.928 1.170 3.159
H 0.184 -2.080 2.663
```

## Properties
- Structure (SMILES): CSS.C
- Total charge: 0
- 2S+1: 1
- LUMO level: 0.64 eV

***

Bottom line: #y, by a margin of 0.0192 hartree.

***

#w
Formula: CHN2O3
Source: the OMol25 dataset
Level of theory: ωB97M-V/def2-TZVPD

Structure (XYZ):
```
7
Properties=species:S:1:pos:R:3
C 0.529 0.621 2.637
N -0.252 0.578 -0.712
N -1.431 0.463 -1.324
O 0.513 -0.565 2.671
O 0.560 1.757 2.848
O -0.729 1.738 -1.291
H -0.433 0.811 0.312
```

## Properties
- Total charge: -1
- 2S+1: 1
- LUMO level (alpha / beta): 3.17 / 3.17 eV

***

#x
Formula: CHN2O3
Source: the OMol25 dataset
Level of theory: ωB97M-V/def2-TZVPD

Structure (XYZ):
```
7
Properties=species:S:1:pos:R:3
C -1.828 0.557 0.010
N 1.312 -0.069 -0.269
N 2.346 -0.354 0.553
O -1.672 1.662 0.302
O -2.444 -0.401 -0.342
O 2.030 -1.305 -0.429
H 0.255 -0.091 0.175
```

## Properties
- Total charge: -1
- 2S+1: 1
- LUMO level (alpha / beta): 3.70 / 3.64 eV

***

Bottom line: #w, by a margin of 0.0145 hartree.

***

#w
Formula: CH5NO2P
Source: the OMol25 dataset
Level of theory: ωB97M-V/def2-TZVPD

Structure (XYZ):
```
10
Properties=species:S:1:pos:R:3
C 0.696 -0.001 -0.347
N 0.323 -0.109 0.848
O -2.398 0.582 -3.697
O -1.244 0.063 -1.571
P -1.407 1.141 -2.791
H 0.955 0.909 -0.790
H 0.856 -1.073 -0.896
H -1.957 -0.570 -1.836
H 0.204 0.634 1.579
H 0.046 -1.014 1.290
```

## Properties
- Total charge: +1
- 2S+1: 1
- LUMO level: -5.01 eV

***

#x
Formula: CH5NO2P
Source: the OMol25 dataset
Level of theory: ωB97M-V/def2-TZVPD

Structure (XYZ):
```
10
Properties=species:S:1:pos:R:3
C -0.100 -0.415 -0.723
N -1.291 0.118 -0.206
O 2.557 0.755 2.085
O 1.005 0.319 0.522
P 2.579 0.115 0.782
H 0.121 -1.435 -0.609
H 0.047 -0.230 -1.709
H -1.312 1.134 -0.449
H -1.479 0.013 0.919
H -2.126 -0.375 -0.612
```

## Properties
- Total charge: +1
- 2S+1: 1
- LUMO level: -4.80 eV

***

Bottom line: #w, by a margin of 0.0649 hartree.